ORCA calculation (the ωB97M-V functional and the def2-TZVPD basis) on the molecule C7H6ClNO3.

The calculation puts the relative energy (zero: lowest compared OMol25 entry of this formula, charge and spin) at 25.14 kJ/mol. As for the spin multiplicity: 1. The HOMO energy comes out at -9.571 eV. As for the total charge: 0. The energy comes out at -27507.3435 eV. For the orbital gap, the calculation gives 0.3552 Eh.

Element x y z (Å)
O: -2.0523 1.2277 -0.9385
N: -2.0916 0.0685 -0.8207
O: -2.8651 -0.5681 -0.1475
C: -0.9755 -0.7691 -1.4072
O: -1.2706 -2.0507 -1.1694
C: 0.1146 -0.2057 -0.4123
C: 0.1416 -0.7386 0.8940
C: 0.9744 -0.2237 1.8747
C: 1.8478 0.8429 1.5834
C: 1.8736 1.4124 0.2854
C: 1.0741 0.7265 -0.6789
Cl: 1.1048 1.4539 -2.3345
H: -0.8325 -0.3849 -2.3884
H: -2.1592 -2.1886 -0.8055
H: -0.6085 -1.5331 1.1221
H: 0.7039 -0.3705 2.8389
H: 2.3191 1.3167 2.4225
H: 2.7014 1.9844 0.0819


ORCA calculation (the ωB97M-V functional and the def2-TZVPD basis) on the molecule C4H9NO2.

The calculation puts the relative energy (zero: lowest compared OMol25 entry of this formula, charge and spin) at 181.57 kJ/mol. As for the spin multiplicity: 1. The HOMO energy comes out at -9.555 eV. As for the total charge: 0. The energy comes out at -9878.1788 eV. For the orbital gap, the calculation gives 0.3782 Eh.

Element x y z (Å)
N: 0.2436 2.0540 -1.4083
C: 0.3129 1.5421 -0.0566
C: 0.8561 0.0378 0.1890
C: 0.0532 -1.1256 -0.3383
C: -1.0862 -1.6523 0.5789
O: -2.2150 -1.7981 0.1661
O: -0.6471 -1.9172 1.9045
H: 1.1632 2.1603 -1.7432
H: -0.3584 1.4506 -1.9781
H: -0.6768 1.5398 0.4411
H: 0.7627 2.2684 0.6745
H: 1.0439 -0.2127 1.1944
H: 1.8399 -0.1125 -0.1255
H: 0.7255 -1.9735 -0.7005
H: -0.6269 -0.6854 -1.1505
H: -1.3905 -1.5756 2.3524


ORCA calculation (the ωB97M-V functional and the def2-TZVPD basis) on a cluster of 4 separate species, C6H21NO4 in total.

The calculation puts the relative energy (zero: lowest compared OMol25 entry of this formula, charge and spin) at 179.92 kJ/mol. As for the spin multiplicity: 1. The HOMO energy comes out at -8.557 eV. As for the total charge: 0. The energy comes out at -16241.3830 eV. For the orbital gap, the calculation gives 0.3378 Eh.

Element x y z (Å)
C: 1.3652 -1.7202 2.2754
N: 0.6079 -1.3440 1.0823
C: -0.6159 -2.1342 0.9350
C: 0.4630 0.0673 0.8018
C: 1.6125 0.4694 -0.1890
C: 1.1076 0.9058 -1.5423
C: -0.0932 1.8793 -1.5376
O: 0.1673 3.0335 -0.7675
H: 0.9717 -2.6403 2.7025
H: 2.3976 -2.0551 2.1012
H: 1.3684 -0.8486 2.9344
H: -0.4041 -3.1831 1.0882
H: -0.9974 -2.0290 -0.0785
H: -1.3641 -1.8245 1.6611
H: 0.4306 0.7265 1.6617
H: -0.4910 0.1934 0.2936
H: 2.1838 -0.4389 -0.2862
H: 2.2615 1.1996 0.2967
H: 1.8339 1.4265 -2.1695
H: 0.6775 0.1191 -2.1645
H: -1.0076 1.4992 -1.0778
H: -0.4427 2.0274 -2.5674
H: 0.5152 3.7971 -1.1834
O: -2.3659 1.7725 1.1494
H: -1.4232 1.9668 1.1259
H: -2.8386 2.4922 0.7213
O: -3.6202 0.7058 -1.0206
H: -3.1273 0.4518 -0.2347
H: -3.0886 0.3384 -1.7368
O: 1.3218 -2.0560 -1.7453
H: 1.1742 -3.0056 -1.7179
H: 1.4200 -1.7923 -0.8115


ORCA calculation (the ωB97M-V functional and the def2-TZVPD basis) on a structure of composition C32H40BClLaN8O2S.

The calculation puts the relative energy (zero: lowest compared OMol25 entry of this formula, charge and spin) at 80.39 kJ/mol. As for the spin multiplicity: 1. The HOMO energy comes out at -11.452 eV. As for the total charge: +1. The energy comes out at -74745.6071 eV. For the orbital gap, the calculation gives 0.3461 Eh.

Element x y z (Å)
La: -0.3086 -0.6252 0.6841
C: -1.3494 3.0862 -1.5604
C: -1.2907 3.2237 -0.0329
C: 0.1364 3.0469 0.4878
C: -2.2570 2.2761 0.6175
C: -3.6267 2.4826 0.7973
C: -4.0816 1.3372 1.4149
N: -3.0489 0.5026 1.5887
N: -1.9165 1.0756 1.1058
B: -3.1052 -0.8104 2.4112
N: -2.8790 -2.0803 1.5460
C: -3.7721 -3.0400 1.2740
C: -3.1200 -4.0914 0.6597
C: -1.7821 -3.6974 0.5940
N: -1.6529 -2.4803 1.1334
C: -0.6003 -4.4410 0.0427
C: 0.5831 -4.3905 1.0140
C: -0.1951 -3.8723 -1.3230
N: -1.9929 -0.7777 3.4772
C: -2.1835 -0.9483 4.7915
C: -0.9545 -1.0007 5.4101
C: -0.0283 -0.8541 4.3748
N: -0.6638 -0.7151 3.2029
C: 1.4627 -0.7859 4.5157
C: 1.9206 0.6728 4.3801
C: 2.1655 -1.6770 3.4971
H: -0.6257 3.7551 -2.0262
H: -2.3437 3.3341 -1.9297
H: -1.1153 2.0695 -1.8669
H: -1.6281 4.2326 0.2177
H: 0.5152 2.0460 0.2552
H: 0.1766 3.1982 1.5672
H: 0.7964 3.7690 0.0066
H: -4.1956 3.3559 0.5336
H: -5.0693 1.0773 1.7525
H: -4.1715 -0.8850 2.9310
H: -4.8083 -2.9336 1.5440
H: -3.5454 -5.0186 0.3214
H: -0.9007 -5.4826 -0.0891
H: 0.9526 -3.3652 1.1247
H: 1.4074 -4.9962 0.6396
H: 0.3002 -4.7646 1.9972
H: 0.1689 -2.8451 -1.2106
H: -1.0401 -3.8574 -2.0103
H: 0.6032 -4.4706 -1.7604
H: -3.1741 -1.0187 5.2046
H: -0.7492 -1.1328 6.4567
H: 1.7036 -1.1418 5.5196
H: 1.5613 1.0926 3.4356
H: 3.0088 0.7384 4.4173
H: 1.5182 1.2789 5.1909
H: 1.9310 -1.3348 2.4869
H: 1.8526 -2.7162 3.5967
H: 3.2477 -1.6307 3.6155
N: 3.2605 1.2450 0.7634
C: 2.9975 0.4340 -0.2688
S: 2.6299 -1.2038 0.0113
N: 3.0015 0.9075 -1.5143
C: 3.1163 2.2638 -1.9187
C: 4.1855 3.0553 -1.5118
C: 4.2455 4.3831 -1.9078
C: 3.2625 4.9167 -2.7260
C: 2.2217 4.1108 -3.1646
C: 2.1441 2.7877 -2.7629
H: 3.3996 0.8392 1.6727
H: 3.4975 2.2136 0.6156
H: 2.5551 0.2916 -2.1755
H: 4.9990 2.6303 -0.9379
H: 5.0789 4.9927 -1.5875
H: 3.3171 5.9508 -3.0362
H: 1.4632 4.5149 -3.8213
H: 1.3238 2.1627 -3.0931
Cl: -0.4220 -1.0877 -7.8933
C: -0.5143 -0.9172 -6.1821
C: -1.7241 -0.5743 -5.5932
C: -1.8033 -0.4465 -4.2183
C: -0.6694 -0.6345 -3.4370
C: 0.5374 -0.9831 -4.0386
C: 0.6201 -1.1334 -5.4099
C: -0.7341 -0.4757 -1.9620
O: -1.7235 -0.8450 -1.2934
O: 0.2795 0.0395 -1.3756
H: -2.5940 -0.4153 -6.2137
H: -2.7383 -0.1889 -3.7393
H: 1.4030 -1.1853 -3.4206
H: 1.5479 -1.4183 -5.8852